No. 1
Here is a structure of composition C37H49N7O5S2Ti from OMol25. Energies are from ωB97M-V with the def2-TZVPD basis set.

Output
Multiplicity: 2
Total energy in eV: -104618.5238
Net charge: +1
Energy above the lowest of the compared OMol25 structures with the same formula, charge and spin in eV: 0.000
Strongest force on any atom in eV/A: 0.60

```
101
Properties=species:S:1:pos:R:3:forces:R:3
Ti -0.31551 0.33728 -1.02421 0.108 0.564 -0.182
C 0.50859 1.07419 -4.05928 0.080 -0.099 0.025
C 0.14073 -0.41230 -3.95281 0.033 0.041 0.037
N 0.53200 -0.97802 -2.64954 -0.035 -0.198 0.035
C 1.84566 -1.65256 -2.66464 0.005 0.019 0.019
C 3.04292 -0.77788 -3.00184 0.010 -0.018 -0.004
S 3.41022 0.52159 -1.79516 -0.009 -0.012 0.019
C 3.00966 2.05187 -2.67492 -0.040 -0.008 -0.024
C 1.61725 2.66020 -2.50672 0.064 -0.060 0.114
N 0.48745 1.73740 -2.73674 -0.442 -0.072 0.094
H 1.50661 1.17575 -4.47652 -0.012 0.025 -0.020
H -0.17567 1.57247 -4.74944 -0.018 -0.023 -0.002
H -0.93366 -0.53425 -4.05520 -0.011 0.017 0.015
H 0.61366 -0.96789 -4.76835 -0.018 0.005 -0.026
H -0.12749 -1.71055 -2.39669 0.019 -0.184 -0.077
H 1.98085 -2.10614 -1.68311 0.000 0.023 0.016
H 1.80931 -2.46337 -3.40294 0.017 -0.032 0.030
H 3.91561 -1.43284 -3.01400 -0.004 -0.008 -0.037
H 2.97157 -0.35155 -4.00314 0.000 0.027 0.015
H 3.72223 2.78301 -2.29208 -0.016 0.033 -0.007
H 3.26521 1.91599 -3.72617 0.017 -0.012 0.003
H 1.51759 3.04524 -1.49261 0.017 -0.007 0.000
H 1.55243 3.50782 -3.19976 0.005 0.015 0.009
H -0.35894 2.29913 -2.70850 0.095 0.144 -0.154
N -1.40649 1.93031 0.33845 0.162 -0.145 0.232
C -0.57802 1.97696 1.55944 -0.116 0.035 -0.055
C -0.93596 3.08944 2.53151 0.050 0.089 -0.193
C -2.32305 2.91946 3.13979 -0.104 0.058 0.108
C -2.34979 2.09696 4.42609 -0.068 -0.089 0.049
N -1.58139 0.85242 4.39041 0.005 0.159 -0.024
C -1.92612 -0.24483 3.72503 0.037 -0.134 -0.113
N -3.10299 -0.33716 3.10482 0.006 -0.124 0.003
N -1.07729 -1.27115 3.71775 -0.201 0.030 0.042
C 0.85471 2.02705 1.04456 0.037 -0.072 -0.060
O 1.68574 2.79776 1.46296 0.051 0.032 0.077
O 1.03710 1.15311 0.08678 0.315 0.241 0.244
H -1.51760 2.87130 -0.02747 -0.017 -0.008 -0.056
H -2.33579 1.56283 0.51623 -0.013 -0.045 -0.021
H -0.67086 0.99231 2.01607 0.053 -0.003 0.009
H -0.89704 4.04175 1.99613 0.072 -0.005 -0.032
H -0.15866 3.16099 3.29619 -0.027 -0.041 0.021
H -3.00615 2.49517 2.39609 0.008 -0.015 0.022
H -2.74524 3.89370 3.39190 -0.014 0.002 0.013
H -3.37769 1.86677 4.71600 -0.003 -0.022 0.027
H -1.93923 2.67409 5.25274 0.068 0.025 -0.048
H -0.63679 0.86567 4.74578 -0.079 -0.008 0.088
H -3.76231 0.41816 3.12745 -0.050 0.042 0.001
H -3.26794 -1.06211 2.41700 0.011 0.109 0.058
H -0.08186 -1.05379 3.74374 0.265 -0.058 -0.197
H -1.32381 -2.07132 3.16133 0.038 -0.032 -0.062
O -0.16791 -2.75687 -0.58547 0.006 -0.069 0.048
C -0.65998 -2.19487 0.38463 -0.115 -0.070 -0.139
O -0.86480 -0.93724 0.52174 0.019 -0.112 -0.004
H -1.01268 -2.82492 1.22409 0.085 0.006 0.115
O 1.51877 -0.47766 2.86096 -0.055 0.007 0.069
S 2.13507 -1.24885 1.71866 0.016 -0.040 -0.015
C 2.47759 -2.88967 2.33486 -0.032 0.045 0.117
C 2.30757 -3.97028 1.48393 -0.081 0.017 -0.013
C 2.58169 -5.24820 1.95695 -0.011 -0.031 0.005
C 2.99748 -5.42829 3.26710 -0.005 -0.004 -0.020
C 3.13963 -4.33625 4.11773 0.007 0.030 0.010
C 2.88114 -3.05789 3.65339 0.065 -0.026 -0.009
C 3.81864 -0.66049 1.57298 -0.031 0.039 0.041
C 4.08267 0.63349 1.98372 0.011 0.022 -0.004
C 5.35146 1.15782 1.76957 -0.003 -0.002 0.007
C 6.32901 0.39485 1.15051 -0.014 -0.005 -0.006
C 6.04549 -0.90251 0.74011 0.027 0.006 -0.002
C 4.78519 -1.43667 0.94657 -0.003 -0.031 -0.025
H 1.93343 -3.81934 0.47797 0.023 0.011 -0.013
H 2.45402 -6.10187 1.30457 0.007 0.004 0.001
H 3.20492 -6.42513 3.63342 0.001 0.004 0.000
H 3.46093 -4.48430 5.14027 -0.003 -0.002 -0.002
H 2.99476 -2.19141 4.29309 0.001 -0.002 0.006
H 3.30833 1.22597 2.44915 -0.007 -0.002 -0.007
H 5.56855 2.16931 2.08667 0.001 -0.003 -0.002
H 7.31543 0.80827 0.98663 -0.002 -0.002 -0.002
H 6.81013 -1.50172 0.26344 -0.002 0.005 0.001
H 4.56830 -2.45156 0.63549 -0.014 0.003 0.003
C -5.32637 -1.40011 0.52561 -0.006 -0.009 -0.003
C -5.27970 -0.04010 0.24428 0.006 0.001 0.023
C -4.26084 0.47763 -0.54443 0.025 -0.036 0.051
C -3.25788 -0.34874 -1.06939 -0.013 0.120 -0.068
C -3.35017 -1.71810 -0.82488 -0.009 -0.021 -0.002
C -4.36045 -2.23552 -0.02641 0.016 0.012 0.003
N -2.18936 0.21342 -1.82638 -0.347 -0.227 -0.165
C -2.69957 0.98982 -2.90708 0.115 0.129 0.018
C -2.59877 2.38134 -2.93627 -0.064 0.017 -0.024
C -3.05623 3.11695 -4.02567 0.020 -0.008 0.016
C -3.64718 2.47323 -5.09919 -0.001 -0.010 -0.007
C -3.79160 1.08998 -5.06570 -0.010 0.004 -0.018
C -3.32585 0.35920 -3.98677 0.021 0.012 0.012
H -6.13087 -1.81066 1.12234 0.011 0.005 0.000
H -6.05247 0.61965 0.62128 0.003 -0.006 -0.001
H -4.25089 1.53613 -0.78213 -0.010 0.003 -0.014
H -2.62038 -2.38066 -1.27190 -0.001 0.007 -0.009
H -4.41124 -3.30501 0.13908 -0.005 0.003 0.005
H -2.19483 2.90357 -2.07543 0.016 -0.005 -0.015
H -2.96321 4.19571 -4.02129 -0.002 -0.001 -0.003
H -4.00533 3.03990 -5.94780 -0.005 -0.001 0.003
H -4.26849 0.57720 -5.89123 0.002 0.003 -0.001
H -3.43694 -0.71903 -3.96577 -0.005 0.003 0.007
```
Positions in Å, forces in eV/Å.

These are the Löwdin partial charges, in e, on atoms 1 to 5: 1.069, -0.148, -0.159, -0.135, -0.243



No. 2
Here is the ion CHN4 with charge -1 in a non-equilibrium geometry from OMol25. Energies are from ωB97M-V with the def2-TZVPD basis set.

Output
Multiplicity: 1
Total energy in eV: -7009.0347
Net charge: -1
Energy above the lowest of the compared OMol25 structures with the same formula, charge and spin in eV: 5.675
SMILES string: N#Cn1[n-][nH]1
Strongest force on any atom in eV/A: 3.09

```
6
Properties=species:S:1:pos:R:3:forces:R:3
N -2.04446 0.37569 -0.15848 -0.642 0.498 -0.363
C -0.96782 -0.00570 0.01868 -1.314 -0.712 0.158
N 0.08705 -0.75604 0.41521 0.213 -0.889 0.646
N 1.15996 -0.79673 -0.54651 0.680 -1.344 -0.616
N 1.19529 0.20572 0.41935 -1.081 2.407 -1.609
H 0.56997 0.97706 -0.14825 2.144 0.040 1.783
```
Positions in Å, forces in eV/Å.

These are the Löwdin partial charges, in e, on atoms 1 to 5: 0.057, -0.465, -0.237, -0.247, -0.177



No. 3
Here is a structure of composition C36H49N3OPS2SbSi3Sn in a non-equilibrium geometry from OMol25. Energies are from ωB97M-V with the def2-TZVPD basis set.

Output
Multiplicity: 1
Total energy in eV: -111607.9686
Energy above the lowest of the compared OMol25 structures with the same formula, charge and spin in eV: 0.000
Strongest force on any atom in eV/A: 1.00

```
97
Properties=species:S:1:pos:R:3:forces:R:3
Sn 0.03062 0.02230 0.58313 0.624 0.069 -0.784
C 3.79949 2.34945 3.57619 -0.001 -0.027 -0.023
S 3.79331 0.54691 3.77186 -0.187 -0.034 -0.152
C 2.64078 0.15897 2.46119 0.393 0.146 -0.332
S 0.98111 -0.10268 2.96140 -0.257 -0.001 -0.292
N 3.10642 0.18651 1.25588 -0.733 0.070 0.150
N 2.24155 -0.01935 0.21922 -0.207 -0.159 0.952
C 2.59508 0.63956 -0.92714 -0.252 0.253 -0.795
C 1.65408 0.72022 -1.93621 0.471 0.032 0.586
C 1.85447 1.48457 -3.13104 -0.216 0.072 -0.375
C 0.85159 1.61258 -4.03318 0.306 0.066 0.011
C -0.42202 1.01501 -3.77282 -0.132 -0.187 0.252
C -0.58277 0.31902 -2.61468 0.072 0.149 -0.097
N 0.42617 0.11452 -1.70889 -0.542 -0.195 0.464
H 4.39938 2.76609 4.38710 -0.033 -0.047 -0.049
H 2.78165 2.73414 3.64704 0.045 0.007 -0.001
H 4.23968 2.61755 2.61684 -0.019 0.003 0.036
H 3.51610 1.21103 -0.96095 -0.041 -0.108 0.054
H 2.81440 1.96876 -3.28340 -0.081 -0.089 0.018
H 1.00887 2.18297 -4.94102 -0.028 0.001 0.032
H -1.24485 1.10313 -4.47028 0.049 0.002 0.020
H -1.54369 -0.13274 -2.36851 0.235 0.005 -0.051
O -2.82019 -0.44080 -0.34514 -0.145 -0.004 0.318
C -2.23353 0.46978 0.20118 0.431 -0.006 -0.379
C -2.85537 1.84419 0.21407 0.148 -0.008 0.252
C -4.25042 1.90358 0.29363 0.067 -0.090 -0.035
C -4.89934 3.12003 0.37288 -0.032 0.069 -0.017
C -4.16107 4.30027 0.35556 -0.014 -0.044 -0.009
C -2.78084 4.25030 0.26634 0.022 0.025 0.013
C -2.10568 3.03031 0.20383 0.021 -0.090 -0.014
P -0.26593 2.99885 0.14016 0.134 0.032 0.086
C 0.14615 4.06582 1.57206 0.023 0.025 0.103
C 0.68999 5.34639 1.48978 -0.062 0.006 0.063
C 1.02362 6.04592 2.64667 -0.018 -0.065 -0.055
C 0.81410 5.47681 3.89491 -0.013 -0.019 -0.027
C 0.26036 4.20473 3.98857 -0.016 -0.003 -0.069
C -0.06490 3.50380 2.83592 0.028 0.117 -0.019
C 0.18568 3.98208 -1.33650 0.046 -0.119 -0.163
C -0.71820 4.29799 -2.34844 0.045 0.079 0.025
C -0.28859 4.94666 -3.50420 -0.056 -0.048 0.106
C 1.04622 5.28203 -3.66417 0.038 -0.007 0.035
C 1.96366 4.94465 -2.67471 -0.054 -0.003 0.084
C 1.54020 4.28483 -1.53009 -0.096 0.031 0.030
H -4.80764 0.97321 0.29288 0.048 0.061 0.015
H -5.98041 3.15535 0.44945 0.069 -0.002 -0.012
H -4.66450 5.25750 0.41406 0.020 -0.022 0.007
H -2.20889 5.17152 0.25440 -0.010 -0.009 0.005
H 0.84565 5.80984 0.52473 0.037 -0.007 -0.029
H 1.44894 7.04031 2.56827 -0.030 -0.060 -0.009
H 1.08134 6.02175 4.79304 -0.018 -0.030 -0.048
H 0.09438 3.75080 4.95933 0.009 0.018 -0.071
H -0.47765 2.50630 2.92098 0.016 -0.039 0.015
H -1.76320 4.03401 -2.24331 0.015 0.005 -0.018
H -1.00555 5.18793 -4.28098 0.027 -0.028 0.052
H 1.37677 5.78949 -4.56365 -0.018 -0.032 0.058
H 3.01477 5.18145 -2.80263 -0.082 -0.026 0.024
H 2.26774 3.98964 -0.78020 -0.020 0.004 -0.023
C -3.30019 -3.43247 -1.67864 -0.094 0.125 -0.384
Si -2.58297 -3.93266 -0.04874 0.175 0.284 0.002
C -2.46904 -5.77978 0.04068 0.081 -0.451 0.022
C -3.57712 -3.26695 1.36295 -0.226 0.205 0.322
Sb -0.27022 -2.85811 0.16852 0.066 -0.064 0.058
Si 0.82282 -4.09167 2.14224 -0.143 0.177 -0.117
C -0.09688 -3.60794 3.67293 -0.245 0.180 0.336
C 0.73268 -5.93652 1.96552 -0.050 -0.420 -0.087
C 2.59264 -3.57036 2.21477 0.406 0.230 0.006
Si 1.09863 -3.70493 -1.83348 -0.112 0.203 0.046
C 1.02300 -5.55728 -1.90438 -0.103 -0.450 0.077
C 2.82604 -3.11066 -1.59122 0.395 0.203 0.150
C 0.37844 -3.05320 -3.40456 -0.277 0.138 -0.314
H -4.32382 -3.81958 -1.77234 0.147 0.069 -0.013
H -2.70691 -3.83241 -2.51020 -0.141 0.062 0.107
H -3.32586 -2.34118 -1.75721 -0.038 -0.164 -0.039
H -3.47834 -6.20514 -0.05724 0.188 0.047 0.007
H -2.04863 -6.11550 0.99393 -0.127 0.008 -0.174
H -1.84695 -6.18222 -0.76812 -0.130 0.014 0.167
H -4.61020 -3.63567 1.31676 0.138 0.055 0.038
H -3.59530 -2.17182 1.31201 -0.042 -0.204 0.041
H -3.14767 -3.56210 2.32720 -0.105 0.043 -0.113
H -1.16753 -3.83038 3.58881 0.161 0.010 0.055
H 0.02328 -2.53593 3.86077 -0.053 -0.178 0.036
H 0.30219 -4.15973 4.53454 -0.074 0.087 -0.104
H -0.29505 -6.30697 2.03042 0.202 0.008 0.020
H 1.30830 -6.38592 2.78699 -0.095 0.050 -0.129
H 1.16310 -6.28358 1.02282 -0.046 -0.038 0.159
H 2.69465 -2.48162 2.13214 0.036 -0.192 0.026
H 3.17974 -4.02965 1.41252 -0.045 0.050 0.136
H 3.01933 -3.88350 3.17717 -0.010 0.051 -0.147
H 1.36872 -6.02443 -0.97824 -0.025 0.003 -0.176
H 1.66286 -5.91106 -2.72440 -0.109 0.047 0.117
H -0.00095 -5.89978 -2.10030 0.200 0.004 0.013
H 3.31035 -3.62450 -0.75314 -0.015 0.106 -0.155
H 2.83436 -2.03367 -1.37959 0.053 -0.152 -0.055
H 3.41447 -3.29433 -2.49923 -0.050 0.017 0.125
H -0.68594 -3.30539 -3.48960 0.183 0.063 -0.060
H 0.90637 -3.49874 -4.25843 -0.083 0.051 0.114
H 0.47851 -1.96849 -3.46499 -0.023 -0.014 -0.032
```
Positions in Å, forces in eV/Å.

These are the Löwdin partial charges, in e, on atoms 1 to 5: 0.804, -0.401, 0.773, -1.129, 0.500



The highest energy above the lowest of the compared OMol25 structures with the same formula, charge and spin belongs to which entry?
CHN4



Among the records above, which one has the lowest total energy?
C36H49N3OPS2SbSi3Sn